Record 1
{
  "formula": "C3H6N2O",
  "method": "the ωB97M-V functional and the def2-TZVPD basis",
  "symbols": ["O", "N", "N", "C", "C", "C", "H", "H", "H", "H", "H", "H"],
  "xyz": [[-1.35675, 1.95372, 0.96817], [0.55262, 0.39744, -0.26522], [-1.23831, -0.84174, -1.09778], [-0.78709, 0.05519, -0.31316], [-1.71968, 0.88575, 0.53112], [1.55627, -0.59164, 0.11133], [2.05953, -1.04908, -0.74901], [1.11783, -1.39949, 0.71234], [-0.40983, -1.04355, -1.66834], [-2.74549, 0.50146, 0.69268], [0.71568, 1.34226, 0.03323], [2.31709, -0.09574, 0.71888]],
  "atomic_forces_ev_per_a": [[-0.227, -0.463, -0.061], [-0.070, 0.296, 0.119], [0.190, 0.220, 0.299], [0.194, 0.081, -0.293], [0.093, 0.441, 0.051], [0.162, -0.088, -0.023], [-0.118, 0.118, 0.079], [0.015, 0.192, -0.124], [-0.441, -0.692, -0.219], [0.206, -0.017, -0.163], [0.049, 0.027, 0.427], [-0.053, -0.114, -0.092]],
  "lowdin_charge": [0.058, -0.042, 0.160, -0.445, -0.176, -0.093, 0.072, 0.088, 0.063, 0.125, 0.109, 0.082],
  "lumo_ev": 0.1,
  "multiplicity": 1,
  "gap_ev": 9.55,
  "e_homo_ev": -9.462,
  "smiles": "[H]/N=C(/C=O)NC",
  "e_above_lowest_kcal_mol": 40.59
}

=====

Record 2
{
  "formula": "C20H20ClCoF7N4O7S2",
  "method": "the ωB97M-V functional and the def2-TZVPD basis",
  "symbols": ["Co", "Cl", "S", "S", "F", "F", "F", "F", "F", "F", "F", "O", "O", "O", "O", "O", "O", "O", "N", "N", "N", "N", "C", "C", "C", "C", "C", "C", "C", "C", "C", "C", "C", "C", "C", "C", "C", "C", "C", "C", "C", "C", "H", "H", "H", "H", "H", "H", "H", "H", "H", "H", "H", "H", "H", "H", "H", "H", "H", "H", "H", "H"],
  "xyz": [[2.23117, 0.04496, 3.76559], [4.28899, -0.24356, 1.41528], [1.05186, 0.90392, 6.03697], [0.91212, 3.09937, 4.56289], [-0.75317, 0.90817, 7.91412], [0.66182, -0.72632, 7.98985], [-0.81494, 1.76740, 2.98210], [-0.39998, 2.67394, -1.82900], [-1.06255, 3.90460, 3.02799], [-1.70595, 2.71095, 4.71338], [1.27086, 1.25651, 8.60691], [2.45278, 0.53401, 5.97355], [1.99340, -3.97927, 2.70476], [0.99445, 4.52145, 4.61649], [1.86817, 2.37393, 3.74523], [1.25272, 0.16701, 2.02625], [2.18205, -1.95578, 3.64717], [0.19629, 0.13638, 5.15254], [0.77968, 2.46350, 6.00635], [-1.13557, 0.77604, -3.80394], [0.29169, -2.69595, -0.70415], [-2.51663, 1.84182, -6.01874], [1.02785, -0.73751, 1.23448], [0.09663, -1.36099, -1.02785], [-0.05031, -4.03286, -2.95448], [0.32208, 0.96643, -0.37904], [-0.21015, 1.35431, -1.57268], [1.26058, -2.13454, 1.45523], [0.47340, -0.38424, -0.08974], [-0.41983, -0.92189, -2.25646], [-1.40644, -3.93182, -2.28253], [-1.01951, 1.98722, -5.88671], [4.06732, 0.21620, 3.15052], [-0.68812, 2.01727, -4.40794], [-0.58190, 0.41823, -2.53324], [-2.58034, 0.63730, -3.88687], [1.87907, -2.75119, 2.71935], [-0.77343, 2.83135, 3.77388], [-3.00246, 0.58585, -5.34061], [0.52085, 0.56867, 7.75713], [-0.15141, -3.84844, -1.47293], [0.87529, -3.00151, 0.49754], [0.61626, 1.68885, 0.37504], [-2.80354, 1.86227, -6.99562], [-2.89275, -0.28534, -3.40307], [4.71227, -0.43871, 3.73242], [0.06542, -4.74103, -0.90972], [-0.72253, 2.90262, -6.39351], [0.28040, -5.00324, -3.29731], [-2.95246, 2.64362, -5.55821], [-3.10307, 1.46676, -3.37983], [4.38851, 1.25329, 3.24922], [-1.15290, 2.90563, -3.95501], [-0.67642, -1.60504, -3.04741], [-2.00019, -4.82891, -2.17463], [-4.08194, 0.52877, -5.45900], [-1.99282, -3.03680, -2.42542], [0.38787, 2.12174, -4.28997], [0.29815, -3.21790, -3.57116], [-2.52543, -0.24915, -5.84887], [-0.57275, 1.12426, -6.37422], [1.04948, -4.05263, 0.69763]],
  "atomic_forces_ev_per_a": [[0.395, -0.257, -0.203], [0.105, -0.001, -0.046], [0.050, 0.301, 0.136], [0.087, 0.003, -0.079], [-0.082, -0.011, 0.096], [0.006, -0.208, 0.108], [0.004, -0.067, 0.012], [-0.021, 0.018, 0.025], [-0.059, -0.018, -0.056], [-0.101, 0.002, 0.007], [0.005, 0.013, 0.129], [-0.034, -0.053, 0.146], [0.019, 0.202, 0.098], [0.103, -0.012, 0.211], [-0.268, 0.046, -0.088], [-0.151, 0.669, -0.082], [0.156, 0.085, 0.361], [0.156, -0.007, 0.005], [0.038, -0.225, -0.227], [-0.158, 0.023, -0.059], [-0.099, -0.060, -0.074], [0.063, -0.054, 0.062], [0.048, -0.504, -0.252], [0.055, -0.056, 0.026], [0.051, 0.040, -0.027], [0.029, 0.184, 0.115], [-0.029, 0.054, 0.068], [-0.013, 0.099, -0.012], [-0.043, -0.231, 0.020], [0.050, -0.192, -0.021], [-0.030, 0.007, 0.018], [0.030, -0.008, 0.054], [-0.606, 0.084, 0.319], [-0.064, -0.057, -0.056], [0.062, 0.070, -0.016], [0.088, 0.112, 0.027], [-0.094, -0.172, -0.193], [0.195, 0.109, 0.000], [0.036, -0.019, 0.028], [-0.026, 0.129, -0.157], [-0.001, 0.068, -0.027], [0.007, -0.091, -0.128], [-0.019, -0.035, -0.040], [0.015, -0.027, -0.047], [0.016, -0.027, 0.018], [0.053, -0.057, -0.066], [0.026, 0.000, 0.065], [-0.041, 0.027, -0.014], [-0.013, -0.003, 0.012], [-0.044, 0.050, -0.023], [-0.022, -0.005, 0.029], [0.067, -0.007, -0.106], [0.026, 0.008, -0.013], [-0.001, -0.047, 0.000], [0.023, 0.002, -0.009], [-0.026, 0.049, -0.011], [0.024, 0.015, -0.018], [0.032, -0.005, 0.013], [-0.034, 0.022, 0.024], [-0.002, -0.003, -0.052], [-0.012, -0.023, -0.051], [-0.027, 0.048, 0.023]],
  "lowdin_charge": [0.443, 0.460, 0.627, 0.621, 0.150, 0.160, 0.133, 0.056, 0.120, 0.138, 0.155, -0.270, 0.009, -0.260, -0.306, -0.024, -0.035, -0.268, -0.282, -0.093, 0.027, 0.059, -0.301, -0.095, -0.084, 0.102, -0.191, -0.017, -0.023, 0.055, -0.087, -0.082, -0.586, -0.156, -0.170, -0.141, -0.600, -0.662, -0.087, -0.701, -0.227, 0.039, 0.150, 0.181, 0.138, 0.012, 0.144, 0.138, 0.102, 0.180, 0.144, 0.006, 0.130, 0.092, 0.102, 0.137, 0.081, 0.152, 0.089, 0.140, 0.140, 0.138],
  "lumo_ev": [-2.0, -2.0],
  "multiplicity": 2,
  "gap_ev": [5.07, 4.95],
  "e_homo_ev": [-7.044, -6.932],
  "e_above_lowest_kcal_mol": 12.09
}